The following is a DFT calculation (wB97M-V/def2-TZVPD) of 10 unconnected molecules or ions with the total composition C49H127N9O15.

Atoms and positions in Å:
C (13.595286, -16.403151, -10.960725)
C (13.732111, -17.634074, -10.034520)
C (13.363337, -18.996389, -10.635174)
O (15.064159, -17.662243, -9.722823)
H (12.598965, -16.456446, -11.399593)
H (14.305317, -16.471366, -11.784922)
H (13.674548, -15.444196, -10.448639)
H (13.108799, -17.533362, -9.146014)
H (13.930290, -19.245602, -11.532145)
H (12.329897, -18.872590, -10.958870)
H (13.439125, -19.871020, -9.989145)
H (15.158973, -18.363739, -9.074351)
C (20.951568, -19.841057, -10.504367)
O (22.028977, -20.420937, -11.218365)
C (22.633310, -21.451308, -10.485799)
C (23.804450, -22.008572, -11.288144)
N (23.403721, -22.806890, -12.447436)
C (24.535703, -23.144420, -13.305157)
C (25.462389, -24.248584, -12.866098)
O (26.328638, -24.665637, -13.848938)
C (27.071035, -25.799669, -13.494078)
H (20.410156, -19.186245, -11.187148)
H (21.382374, -19.210342, -9.726736)
H (20.243323, -20.536188, -10.053509)
H (21.981980, -22.266175, -10.169829)
H (23.115747, -21.165603, -9.551065)
H (24.353443, -22.584343, -10.543028)
H (24.494921, -21.230038, -11.612528)
H (22.724939, -22.312702, -13.008811)
H (25.104196, -22.236963, -13.508702)
H (24.171332, -23.556302, -14.246269)
H (24.836686, -25.015037, -12.408780)
H (26.108382, -23.810538, -12.105237)
H (26.418633, -26.672817, -13.503046)
H (27.592054, -25.663419, -12.546407)
H (27.819849, -25.999388, -14.260555)
C (13.869990, -7.073946, -7.833574)
O (13.901817, -8.072321, -8.863006)
C (14.571168, -9.286130, -8.488982)
C (14.420634, -10.170771, -9.765536)
N (15.105827, -11.472893, -9.640705)
C (14.910448, -12.221886, -10.948706)
C (15.643942, -13.618562, -10.944597)
O (17.028237, -13.526213, -11.254459)
C (17.771205, -14.730558, -11.156270)
H (13.275626, -7.364906, -6.967449)
H (13.435358, -6.119316, -8.130007)
H (14.864863, -6.886511, -7.429598)
H (14.068705, -9.739750, -7.634657)
H (15.580733, -9.041893, -8.158490)
H (14.706681, -9.641624, -10.674536)
H (13.338378, -10.295111, -9.802298)
H (16.053524, -11.408047, -9.297515)
H (15.451189, -11.635324, -11.691435)
H (13.862595, -12.328342, -11.229341)
H (15.131609, -14.283430, -11.639992)
H (15.543373, -13.986660, -9.923580)
H (17.941218, -15.164842, -10.171081)
H (18.736261, -14.412787, -11.550979)
H (17.444258, -15.554355, -11.790740)
C (12.001326, -26.949377, -4.158132)
O (11.687621, -25.906425, -3.225216)
C (10.631708, -25.022847, -3.572477)
C (11.097309, -23.997005, -4.615349)
N (11.620879, -22.776867, -3.992163)
C (12.402290, -22.005598, -4.933430)
C (12.501952, -20.533103, -4.530559)
O (13.182787, -19.922715, -5.620195)
C (13.287646, -18.484383, -5.507764)
H (12.502748, -26.744445, -5.104011)
H (11.083783, -27.487998, -4.394966)
H (12.555219, -27.709244, -3.606858)
H (10.233169, -24.453850, -2.732526)
H (9.735479, -25.555086, -3.891220)
H (10.226772, -23.643744, -5.168046)
H (11.904473, -24.450628, -5.190512)
H (10.855648, -22.244401, -3.603573)
H (11.941080, -22.054316, -5.919855)
H (13.360877, -22.514784, -5.033115)
H (13.059598, -20.425687, -3.600190)
H (11.531477, -20.066098, -4.362643)
H (13.776667, -18.098224, -6.402104)
H (13.898912, -18.261795, -4.633175)
H (12.270738, -18.100519, -5.426258)
C (18.054237, -12.513860, -7.926758)
O (17.793237, -11.320981, -8.635534)
C (18.750461, -11.034998, -9.665062)
C (18.208061, -9.939822, -10.625911)
N (18.285093, -8.662567, -10.027141)
C (17.581563, -7.683316, -10.873382)
C (17.563322, -6.259700, -10.284380)
O (17.026229, -6.387722, -8.983620)
C (16.804337, -5.128664, -8.265025)
H (18.244993, -13.333509, -8.619486)
H (17.097241, -12.729150, -7.451443)
H (18.844287, -12.475581, -7.176788)
H (18.899207, -11.972314, -10.201185)
H (19.669238, -10.706753, -9.179055)
H (17.187881, -10.256202, -10.843234)
H (18.773791, -9.943425, -11.557586)
H (17.720203, -8.773822, -9.197307)
H (16.527885, -7.945500, -10.968893)
H (17.985008, -7.544298, -11.876380)
H (16.945062, -5.598919, -10.892003)
H (18.570484, -5.848000, -10.219286)
H (16.051011, -4.518054, -8.762779)
H (17.741236, -4.600622, -8.087572)
H (16.508475, -5.404254, -7.252785)
C (21.371558, -19.227364, -6.442341)
O (20.071108, -19.493211, -5.973179)
C (19.840853, -20.904839, -5.709210)
C (18.505884, -21.162056, -4.926564)
N (18.626520, -20.736303, -3.557548)
C (17.370817, -20.816444, -2.781771)
C (16.326296, -19.728499, -3.160803)
O (17.009711, -18.472263, -2.968317)
C (16.204234, -17.387299, -2.560981)
H (21.502753, -18.149401, -6.348120)
H (21.579973, -19.418518, -7.495015)
H (22.074413, -19.554044, -5.675941)
H (20.679367, -21.424649, -5.245768)
H (19.720697, -21.354147, -6.695012)
H (18.330230, -22.237716, -4.940726)
H (17.647974, -20.716082, -5.429753)
H (18.751745, -19.734874, -3.597048)
H (17.588552, -20.830527, -1.713834)
H (16.834357, -21.763825, -2.834511)
H (15.439687, -19.854585, -2.539408)
H (16.015847, -19.822945, -4.201375)
H (16.824938, -16.494489, -2.636544)
H (15.940051, -17.557932, -1.517336)
H (15.297485, -17.271106, -3.154618)
C (18.271800, -17.811480, -8.361510)
C (17.885356, -17.272052, -6.905917)
C (16.726842, -16.250793, -6.926335)
O (16.401771, -15.784141, -5.619807)
C (17.465426, -15.066742, -4.990830)
N (17.507634, -18.468470, -6.185224)
H (19.136281, -18.474196, -8.401228)
H (18.571988, -16.987359, -9.008676)
H (17.364129, -18.224753, -8.801319)
H (18.772247, -16.774745, -6.513229)
H (15.833553, -16.685049, -7.375284)
H (17.065507, -15.421589, -7.547482)
H (18.311106, -15.694514, -4.710067)
H (16.998447, -14.662469, -4.092723)
H (17.799996, -14.201875, -5.563703)
H (17.203257, -18.061050, -5.312606)
H (18.449093, -18.793522, -6.017565)
C (16.314590, -20.892028, -9.330841)
C (15.359285, -21.017881, -8.205951)
C (15.837577, -22.026102, -7.100839)
O (15.504140, -23.374592, -7.510669)
C (15.837667, -24.371529, -6.493206)
N (15.341003, -19.636946, -7.694539)
H (16.139359, -20.031549, -9.976584)
H (16.318118, -21.819830, -9.902920)
H (17.339669, -20.802611, -8.971226)
H (14.386906, -21.310317, -8.602259)
H (15.425535, -21.837885, -6.109435)
H (16.917231, -22.019616, -6.951186)
H (15.438443, -24.193531, -5.494683)
H (16.906294, -24.575706, -6.426397)
H (15.303665, -25.289675, -6.738038)
H (14.653910, -19.625654, -6.954352)
H (16.169213, -19.280509, -7.239428)
C (13.306772, -13.890926, -6.599275)
C (13.683817, -12.605357, -5.904652)
C (12.407432, -11.971409, -5.197067)
O (11.163084, -11.931366, -5.828062)
C (11.137390, -11.063821, -6.928538)
N (14.743064, -12.816065, -4.935536)
H (14.186277, -14.292785, -7.102349)
H (12.587061, -13.712157, -7.398125)
H (12.821057, -14.637272, -5.970674)
H (13.870059, -11.990554, -6.785236)
H (12.703247, -10.997021, -4.808262)
H (12.219243, -12.526129, -4.277845)
H (10.319535, -11.373615, -7.579113)
H (12.078480, -11.220906, -7.455593)
H (11.035674, -9.996947, -6.729691)
H (15.584802, -13.225803, -5.314589)
H (14.372661, -13.487789, -4.278508)
C (14.342282, -10.895478, -1.179230)
C (15.520714, -11.854463, -1.297494)
C (15.126743, -13.389151, -1.215679)
O (14.153013, -13.788017, -2.228846)
C (12.896082, -14.125863, -1.711559)
N (16.118777, -11.527230, -2.525807)
H (13.798942, -11.114291, -0.259997)
H (13.640179, -11.037874, -2.000728)
H (14.566020, -9.829552, -1.136242)
H (16.355629, -11.801319, -0.598794)
H (14.711280, -13.607805, -0.231976)
H (15.983044, -14.039976, -1.392491)
H (12.889975, -14.922731, -0.967879)
H (12.159957, -14.336423, -2.487368)
H (12.572181, -13.227871, -1.185426)
H (15.566774, -11.890760, -3.289502)
H (17.028507, -11.956320, -2.617271)

Cartesian forces, eV/Å:
-1.31 -1.17 -0.08
0.01 -0.05 -0.95
-1.01 0.64 -1.06
1.69 0.76 0.45
-0.19 0.26 -0.19
0.17 0.00 0.17
0.20 -0.30 0.18
-0.22 0.39 0.31
0.26 0.29 -0.06
-0.33 -0.50 -0.06
0.02 0.41 0.43
0.45 -0.74 0.92
0.32 0.90 -0.20
-0.69 -0.62 0.33
1.54 -0.42 -0.47
-0.55 -0.26 -0.06
0.53 -0.92 0.48
-0.40 0.04 -1.28
-0.05 1.18 2.43
0.15 -0.20 -1.69
0.00 -0.18 -0.47
0.00 -0.08 -0.04
-0.18 0.10 0.30
0.11 -0.41 -0.09
-0.57 -0.07 -0.45
-0.24 0.95 0.31
0.16 -0.56 -0.29
-0.01 0.57 0.13
-0.04 0.17 0.17
0.38 0.11 -0.30
-0.42 0.48 -0.30
0.09 -0.54 -0.11
-0.02 -0.22 0.86
-0.06 -0.22 0.50
-0.11 -0.11 0.26
0.01 0.33 -0.09
0.28 -0.70 0.37
-0.25 0.93 0.66
-0.39 0.57 -1.09
0.68 -0.41 1.78
-2.59 -0.41 -1.15
2.85 -0.19 1.29
-0.66 0.90 0.61
-0.61 0.20 0.18
0.79 0.40 -0.70
-0.27 -0.52 0.07
0.11 -0.24 -0.79
0.23 0.01 -0.23
-0.14 -0.24 0.06
0.38 -0.16 -0.27
0.23 0.42 -0.04
-0.11 -0.39 -0.35
0.30 0.03 -0.45
-0.31 0.12 -0.71
0.02 0.07 0.35
0.13 -0.11 -0.07
-0.14 -0.45 0.12
-0.42 0.42 0.42
0.23 -0.30 0.14
-0.58 0.10 -0.20
-1.21 -0.64 0.96
0.26 0.02 0.00
0.24 0.28 -0.85
-0.52 0.52 1.12
0.50 -0.58 0.76
-0.73 0.14 0.21
0.98 -0.57 -0.74
-0.03 0.75 0.11
-0.27 -1.16 0.24
0.16 0.77 0.17
-0.37 0.08 -0.34
0.44 0.37 0.05
0.73 -0.22 0.65
0.08 -0.50 -0.56
-0.03 -0.66 -0.96
-0.32 0.15 -0.44
-0.06 0.13 -0.09
-0.07 0.25 -0.42
0.33 0.43 0.04
0.24 0.06 0.17
-0.37 -0.06 -0.18
-0.16 -0.02 0.10
-0.11 0.36 0.10
0.07 0.42 0.12
-0.89 -0.19 -0.21
0.39 0.72 -0.23
-0.27 0.11 -0.17
0.67 -2.25 0.33
-0.40 1.55 -0.25
-0.36 1.27 0.68
0.20 -0.86 0.67
-0.51 1.37 1.07
0.68 -1.66 -0.28
0.23 -0.12 -0.12
0.08 -0.17 0.33
0.16 0.34 -0.07
0.23 0.06 -0.27
0.25 0.04 -0.17
-0.38 0.02 -0.36
0.11 -0.21 -0.04
0.07 0.60 0.55
-0.28 -0.27 -0.24
0.37 -0.64 -0.05
-0.13 0.05 -0.24
0.26 0.09 -0.07
0.05 0.08 0.01
0.18 0.25 -0.58
-0.45 -0.10 -0.21
0.18 1.66 1.15
-0.10 -1.52 0.59
-1.46 0.29 -0.73
1.02 -0.08 -0.60
-0.88 0.30 0.97
-0.80 -0.18 -0.27
1.54 0.01 0.61
-0.48 -0.58 -0.47
0.25 -0.31 0.32
-0.27 0.34 -0.19
-0.03 -0.85 0.13
0.47 -0.80 -0.56
0.15 0.46 0.39
-0.05 -0.34 -0.20
0.14 -0.24 -0.05
0.14 0.16 -0.29
0.70 0.37 0.14
0.23 0.81 0.07
0.27 -0.48 -0.82
-0.08 0.30 0.29
-0.02 0.01 -0.22
-0.16 0.00 -0.01
-0.28 0.26 0.21
-0.01 0.06 -0.18
-0.67 1.79 0.60
-0.17 -0.18 -3.04
1.02 -0.43 -0.18
0.35 -0.07 -0.25
-0.94 -0.01 0.38
0.28 1.25 0.70
-0.29 -0.35 0.53
-0.05 0.27 -0.04
0.30 -0.32 -0.06
0.17 0.02 0.28
-0.08 0.00 0.12
-0.12 0.35 -0.17
0.07 -0.02 -0.06
0.20 -0.01 0.25
0.19 -0.09 -0.40
-0.31 -0.52 0.87
-0.05 -0.99 0.48
1.29 -1.48 -1.24
1.28 0.89 1.38
-0.20 -0.93 -0.95
0.07 -0.56 1.47
-0.78 0.32 -0.96
-2.31 -0.36 0.40
-0.29 -0.20 0.00
0.01 0.01 -0.42
0.09 0.20 0.24
-0.20 0.03 0.43
-0.53 0.30 0.01
0.26 0.47 -0.33
0.09 0.92 0.17
0.11 0.18 -0.10
0.24 -0.06 -0.61
-0.11 0.05 0.01
1.00 -0.46 0.06
-0.59 -0.52 -0.71
-2.10 -0.39 -0.85
1.49 -0.39 1.46
-0.18 0.00 -0.13
0.43 -0.57 -0.88
-0.51 0.97 0.04
0.08 -0.29 0.21
-0.15 0.20 -0.13
0.31 -0.15 0.34
1.15 0.67 0.49
0.06 0.53 -0.26
0.09 -0.42 0.05
-0.02 0.04 0.02
-0.05 0.32 -0.54
-0.02 0.10 0.57
-0.10 -0.02 -0.47
0.18 -0.17 0.38
-0.59 -0.46 1.44
-0.28 -1.35 -0.15
-1.06 0.65 -0.50
0.90 -0.27 0.09
-0.33 1.18 0.77
1.22 0.19 -1.70
-0.31 0.01 0.16
0.16 -0.19 -0.17
0.57 -0.19 -0.17
-0.52 0.57 0.92
-0.02 -0.11 0.19
0.28 0.29 0.11
0.31 -0.39 -0.12
0.37 -0.10 -0.25
-0.68 0.04 0.23
-0.25 0.21 -0.53
0.25 -0.04 -0.07

Calculated values
total charge	-1
maximum force	3.13	eV/A
spin multiplicity	2
HOMO-LUMO gap (spin up / spin down)	1.342 / 8.675	eV
HOMO level (spin up / spin down)	0.6608 / -6.7268	eV